Formula: C3H7N3O2
Source: the Open Molecules 2025 dataset
Level of theory: ωB97M-V/def2-TZVPD

Each line ends with the Mulliken charge.
Positions of all 15 atoms, in Å:
1 H -1.659 -2.650 0.820  0.231
2 N -1.192 -1.689 0.851  -0.584
3 C -0.278 -1.586 -0.158  0.036
4 N 0.433 -0.315 -0.320  0.035
5 C 1.936 -0.106 -0.202  -0.679
6 O -0.037 0.670 0.502  -0.345
7 C -0.472 1.679 -0.353  0.137
8 N -1.692 2.214 -0.167  -0.284
9 O -2.204 1.508 0.852  -0.375
10 H 0.143 -2.521 -0.715  0.298
11 H 2.451 -0.787 -0.976  0.307
12 H 1.986 1.036 -0.697  0.179
13 H 2.157 -0.117 0.824  0.330
14 H 0.212 2.161 -1.068  0.280
15 H -1.782 0.501 0.805  0.435

## Properties
HOMO level = -8.99 eV
strongest force on any atom = 5.80 eV/A
HOMO-LUMO gap = 9.54 eV
SMILES string = [H]/N=C/N(C)O/C=N\O
LUMO energy = 0.6 eV

***

Formula: C22H25FN6O5PdSe
Source: the Open Molecules 2025 dataset
Level of theory: ωB97M-V/def2-TZVPD

Each line ends with the Mulliken charge.
Positions of all 61 atoms, in Å:
1 Pd -2.723 3.164 2.302  0.551
2 F -0.939 -3.979 0.820  -0.326
3 C -0.530 -2.891 0.140  0.645
4 C -0.835 -1.658 0.637  -0.923
5 C -0.477 -0.509 -0.069  0.586
6 C -0.852 0.800 0.473  1.627
7 O -1.444 0.959 1.537  -0.823
8 C -0.461 1.890 -0.380  -0.338
9 C 0.203 1.726 -1.545  -0.221
10 N 0.581 0.505 -1.992  0.111
11 C 1.270 0.398 -3.261  -0.274
12 C 2.709 -0.034 -3.274  -0.438
13 C 2.347 1.387 -3.579  -1.018
14 C 0.217 -0.634 -1.282  -0.334
15 C 0.542 -1.911 -1.756  -0.636
16 C 0.169 -3.055 -1.068  -1.032
17 N 0.512 -4.318 -1.600  0.232
18 C 0.515 -5.518 -0.769  -0.688
19 C 1.168 -6.657 -1.566  -0.787
20 N 2.121 -6.063 -2.561  -0.143
21 C 1.384 -5.293 -3.633  -0.746
22 C 0.171 -4.623 -2.981  -0.702
23 C 0.000 4.144 0.213  0.500
24 O 0.960 4.379 -0.440  -0.457
25 O -0.391 5.014 1.198  -0.361
26 H -1.384 -1.561 1.564  0.566
27 H 0.478 2.568 -2.162  0.637
28 H 0.629 0.068 -4.070  0.417
29 H 3.040 -0.671 -4.082  0.314
30 H 3.172 -0.226 -2.315  0.240
31 H 2.411 1.734 -4.599  0.271
32 H 2.599 2.128 -2.834  0.352
33 H 1.113 -2.011 -2.668  0.810
34 H -0.482 -5.854 -0.473  0.390
35 H 1.083 -5.318 0.139  0.521
36 H 0.445 -7.230 -2.142  0.375
37 H 1.716 -7.340 -0.921  0.396
38 H 2.704 -6.788 -2.981  0.349
39 H 2.742 -5.418 -2.069  0.383
40 H 1.105 -5.996 -4.416  0.375
41 H 2.087 -4.568 -4.036  0.437
42 H -0.704 -5.280 -3.030  0.323
43 H -0.080 -3.718 -3.526  0.489
44 C -1.226 4.952 5.941  -1.284
45 C -1.466 4.431 4.566  0.452
46 N -2.291 3.501 4.273  0.111
47 O -2.964 2.948 5.302  -0.431
48 C -0.749 4.953 3.397  0.410
49 C 0.362 5.924 3.604  -1.330
50 N -1.135 4.497 2.259  0.026
51 O -0.862 3.139 0.093  -0.141
52 H -1.850 4.435 6.662  0.401
53 H -1.459 6.018 5.971  0.341
54 H -0.180 4.831 6.223  0.351
55 H -3.688 2.443 4.889  0.476
56 H 0.002 6.775 4.184  0.389
57 H 0.783 6.281 2.674  0.384
58 H 1.144 5.441 4.194  0.351
59 Se -3.953 3.077 0.199  -0.025
60 C -4.707 2.455 1.745  0.317
61 N -4.655 2.156 2.880  -0.448

## Properties
HOMO level = -13.21 eV
strongest force on any atom = 0.89 eV/A
HOMO-LUMO gap = 7.30 eV
charge = +2
LUMO energy = -5.9 eV

***

Formula: C11H15NS
Source: the Open Molecules 2025 dataset
Level of theory: ωB97M-V/def2-TZVPD

Each line ends with the Mulliken charge.
Positions of all 28 atoms, in Å:
1 C -1.618 1.973 0.358  0.326
2 C -2.040 -0.966 0.900  -0.372
3 C -1.834 -1.311 -0.396  -0.446
4 C -0.657 1.206 1.020  -0.599
5 C 0.447 0.115 -0.863  -0.362
6 C -1.014 -0.078 1.687  0.362
7 C -0.063 -2.000 2.994  -1.093
8 C 1.898 -0.046 -2.802  -1.946
9 C 0.889 2.172 -1.975  -1.299
10 C 0.194 -0.818 2.081  -0.425
11 C 1.495 0.793 -1.598  0.822
12 N -2.287 2.764 -0.195  -0.586
13 S -0.377 -1.197 -1.495  -0.007
14 H -2.997 -1.068 1.528  0.295
15 H -2.442 -1.906 -0.984  0.445
16 H -1.506 0.260 2.643  0.572
17 H 0.550 -2.975 2.885  0.302
18 H -1.146 -2.110 3.029  0.315
19 H 0.169 -1.495 3.986  0.281
20 H 2.272 -1.028 -2.613  0.461
21 H 2.690 0.426 -3.271  0.514
22 H 1.102 0.120 -3.573  0.458
23 H -0.182 2.025 -2.048  0.340
24 H 1.454 2.514 -2.855  0.452
25 H 1.279 2.942 -1.184  0.241
26 H 0.611 -1.160 1.207  0.085
27 H 0.812 -0.035 2.482  0.583
28 H 2.300 0.883 -0.947  0.282

## Properties
HOMO level (alpha / beta) = -7.76 / -7.76 eV
strongest force on any atom = 3.15 eV/A
HOMO-LUMO gap (alpha / beta) = 6.94 / 6.94 eV
LUMO energy (alpha / beta) = -0.8 / -0.8 eV

***

Formula: C8H19NO5P
Source: the Open Molecules 2025 dataset
Level of theory: ωB97M-V/def2-TZVPD

Each line ends with the Mulliken charge.
Positions of all 34 atoms, in Å:
1 C 1.577 -2.502 1.638  -1.225
2 P 0.520 -1.017 1.445  0.525
3 O 1.020 -0.104 2.704  -0.581
4 C -1.151 -1.561 2.099  -0.035
5 C -1.749 -2.715 1.338  -0.937
6 N -1.986 -2.311 -0.098  -0.097
7 C -2.223 -0.835 -0.317  -0.642
8 C -2.621 -0.058 0.933  -0.570
9 O -2.042 -0.486 2.160  -0.472
10 H 2.357 -2.296 2.363  0.344
11 H 1.042 -3.413 1.890  0.379
12 H 2.065 -2.655 0.680  0.334
13 H 0.951 0.833 2.448  0.353
14 H -1.011 -1.903 3.125  0.531
15 H -2.718 -2.937 1.778  0.362
16 H -1.156 -3.620 1.379  0.444
17 H -2.740 -2.860 -0.511  0.379
18 H -1.149 -2.558 -0.629  0.393
19 H -1.342 -0.406 -0.775  0.326
20 H -3.030 -0.742 -1.036  0.418
21 H -3.700 -0.041 1.055  0.399
22 H -2.312 0.970 0.753  0.361
23 C 1.019 4.213 -3.683  -0.621
24 O 2.124 3.574 -3.033  -0.334
25 C 1.793 2.757 -2.043  0.746
26 O 0.672 2.509 -1.664  -0.554
27 O 2.913 2.239 -1.532  -0.305
28 C 2.684 1.363 -0.433  -0.513
29 H 1.445 4.841 -4.459  0.223
30 H 0.359 3.474 -4.134  0.292
31 H 0.465 4.829 -2.979  0.298
32 H 2.058 0.527 -0.740  0.222
33 H 2.213 1.899 0.390  0.246
34 H 3.653 0.992 -0.112  0.310

## Properties
HOMO level = -12.24 eV
strongest force on any atom = 1.03 eV/A
HOMO-LUMO gap = 8.81 eV
charge = +1
LUMO energy = -3.4 eV

***

Formula: C21H20N4O2Os
Source: the Open Molecules 2025 dataset
Level of theory: ωB97M-V/def2-TZVPD

Each line ends with the Mulliken charge.
Positions of all 48 atoms, in Å:
1 N -0.097 2.971 -0.227  -0.445
2 C 0.163 4.101 -0.331  0.506
3 C 0.427 5.509 -0.540  -0.983
4 H -0.510 6.065 -0.666  0.328
5 H 1.025 5.630 -1.459  0.305
6 H 0.961 5.953 0.301  0.343
7 N 2.801 -1.797 -0.969  -0.387
8 C 3.645 -2.369 -1.531  0.452
9 C 4.773 -3.128 -2.039  -0.999
10 H 5.289 -2.587 -2.851  0.344
11 H 4.452 -4.099 -2.450  0.347
12 H 5.474 -3.316 -1.217  0.342
13 N -2.729 -1.337 -0.398  -0.403
14 C -3.730 -1.930 -0.395  0.441
15 C -4.981 -2.642 -0.525  -0.949
16 H -5.025 -3.494 0.156  0.331
17 H -5.076 -3.001 -1.565  0.303
18 H -5.831 -1.991 -0.296  0.325
19 Os 0.759 -0.484 -1.322  1.950
20 C 0.084 -2.032 -0.344  0.394
21 O -0.420 -2.919 0.219  -0.240
22 C 1.878 0.757 -0.345  0.336
23 O 2.478 1.610 0.174  -0.241
24 C 0.955 1.070 -2.777  -0.900
25 C -0.431 1.107 -2.549  -0.210
26 C -1.165 -0.048 -2.548  -0.193
27 C -0.553 -1.289 -2.797  -0.797
28 C 0.759 -1.294 -3.346  -0.484
29 C 1.514 -0.116 -3.327  -0.410
30 H 1.579 1.926 -2.536  0.871
31 H -0.891 2.020 -2.167  0.455
32 H -2.183 -0.021 -2.153  0.435
33 H -1.066 -2.215 -2.556  0.843
34 H 1.203 -2.241 -3.660  0.509
35 H 2.559 -0.121 -3.639  0.510
36 N -0.699 0.325 0.418  -0.466
37 C -0.512 0.337 1.577  0.674
38 C -0.481 0.391 2.987  0.061
39 C -1.641 0.911 3.566  -0.069
40 C -1.782 0.971 4.955  -0.622
41 C -0.749 0.498 5.783  -0.465
42 C 0.434 -0.005 5.200  -0.561
43 C 0.578 -0.057 3.807  -0.030
44 H -2.451 1.275 2.932  0.536
45 H -2.688 1.382 5.419  0.476
46 H -0.832 0.513 6.884  0.456
47 H 1.257 -0.354 5.830  0.466
48 H 1.475 -0.432 3.316  0.511

## Properties
multiplicity = 5
HOMO level (alpha / beta) = -21.26 / -22.04 eV
strongest force on any atom = 8.28 eV/A
HOMO-LUMO gap (alpha / beta) = 8.39 / 5.05 eV
charge = +4
LUMO energy (alpha / beta) = -12.9 / -17.0 eV

***

Energy relative to the best compared isomer or geometry (same formula, charge and spin) for every record listed, in sequence, given in kcal per mole: 184.39; 1.97; 191.82; 15.34; 0.00.